No. 1
Entry from OMol25: a 14-piece molecular cluster, C21H70N12O14 overall (ωB97M-V/def2-TZVPD).

Atoms and positions in Å:
C1 3.1862 -2.0985 -2.5476
C2 4.4741 -2.8889 -2.3548
O1 5.0114 -2.5281 -1.1324
H1 2.5011 -2.1198 -1.6833
H2 2.5620 -2.4339 -3.4196
H3 3.3856 -0.9990 -2.7304
H4 5.1766 -2.7100 -3.1323
H5 4.1322 -3.8811 -2.3255
H6 4.2557 -2.6687 -0.5596
C3 -2.5315 4.5259 -1.1219
C4 -1.4686 4.0362 -0.1694
O2 -0.2851 4.3155 -0.8958
H7 -2.4975 4.0030 -2.0818
H8 -2.4235 5.5619 -1.3645
H9 -3.4265 4.2682 -0.6775
H10 -1.4830 3.0444 0.1562
H11 -1.5153 4.6761 0.7640
H12 0.5334 4.0460 -0.4125
C5 -4.3185 -0.4827 1.7113
C6 -4.3186 -0.3040 0.1612
O3 -3.6547 0.8992 -0.2067
H13 -4.7411 0.3375 2.2473
H14 -3.3063 -0.5371 2.0679
H15 -4.5658 -1.5115 1.9739
H16 -5.3395 -0.1789 -0.2645
H17 -3.8579 -1.1647 -0.3208
H18 -2.7425 0.7963 0.0123
C7 -3.5006 3.0586 2.3080
C8 -2.3536 2.3027 2.9283
O4 -2.0411 2.9248 4.1032
H19 -3.3279 4.0453 2.0399
H20 -4.4336 3.0427 2.9343
H21 -3.8328 2.5227 1.4327
H22 -1.5309 2.3126 2.2534
H23 -2.5347 1.2424 3.1117
H24 -2.8272 2.9653 4.7070
C9 0.1361 -0.2393 3.9455
C10 0.0691 -1.7349 4.0546
O5 -1.1337 -2.1969 3.4706
H25 1.0153 0.0333 4.5083
H26 -0.8043 0.1479 4.3737
H27 0.2429 0.0332 2.9123
H28 -0.0761 -1.9172 5.0911
H29 1.0024 -2.2953 3.7975
H30 -1.4324 -3.0140 3.8657
C11 1.3056 -6.2686 -0.1911
C12 1.8651 -5.3847 -1.2807
O6 1.2139 -4.0854 -1.2219
H31 0.2210 -6.2322 -0.1691
H32 1.7133 -5.9372 0.7433
H33 1.5641 -7.2604 -0.1215
H34 1.6093 -5.7308 -2.2351
H35 2.9499 -5.3042 -1.2960
H36 1.3793 -3.5118 -0.4573
C13 1.5964 3.9932 -3.4867
C14 2.2135 2.7784 -2.7498
O7 1.7590 1.5799 -3.3505
H37 2.1580 4.3058 -4.4023
H38 1.6611 4.8662 -2.9086
H39 0.5309 3.8474 -3.6633
H40 1.9056 2.8904 -1.7273
H41 3.2522 2.8722 -2.6888
H42 0.7999 1.5617 -3.3625
C15 -1.6898 -3.9920 0.8974
O8 -0.4384 -4.2595 1.3937
N1 -2.4645 -4.8171 0.3239
N2 -2.1596 -2.7618 0.8133
H43 -2.1210 -5.7674 0.3502
H44 -3.4489 -4.6482 0.0129
H45 -1.7317 -2.1645 1.5801
H46 -3.0611 -2.4552 0.6211
C16 0.0802 0.5304 0.0511
O9 -1.2449 0.3878 0.4341
N3 0.8980 1.4498 0.3992
N4 0.6394 -0.2396 -0.8532
H47 0.6270 2.1875 1.0458
H48 1.9031 1.3066 0.1949
H49 0.1333 -1.0854 -1.2419
H50 1.5527 0.0079 -1.2346
C17 -1.4832 1.7349 -3.6590
O10 -1.9480 2.9033 -4.1899
N5 -1.1898 0.7029 -4.3956
N6 -1.0527 1.6818 -2.4430
H51 -1.5280 0.6113 -5.3575
H52 -1.0262 -0.1981 -3.9717
H53 -1.1054 2.5443 -1.9452
H54 -0.5990 0.8482 -1.9763
C18 2.5507 -2.9735 1.4460
O11 2.6191 -4.1342 2.2298
N7 1.5363 -2.4813 0.9307
N8 3.6367 -2.2890 1.1923
H55 0.6695 -3.0080 1.2810
H56 1.3072 -1.5683 0.5451
H57 4.6300 -2.5767 1.5117
H58 3.5318 -1.3353 0.7667
C19 -1.6496 -1.9616 -2.7204
O12 -2.8242 -1.3194 -2.4769
N9 -0.8868 -2.2115 -1.7008
N10 -1.0852 -2.0442 -3.9449
H59 -1.2821 -2.2481 -0.7129
H60 -0.0842 -2.8908 -1.7874
H61 -1.6569 -1.8182 -4.7711
H62 -0.1613 -2.3242 -4.2493
C20 0.5368 4.8750 2.5432
O13 0.8872 3.5979 2.0630
N11 -0.2508 4.9901 3.5497
N12 1.0550 5.9187 2.0035
H63 -0.7686 4.1048 3.7820
H64 -0.8807 5.8119 3.6169
H65 1.6352 5.7525 1.1581
H66 1.2919 6.7992 2.4447
C21 3.7349 0.8034 1.2645
O14 3.5816 0.4257 -0.0676
H67 3.0219 0.2829 1.9070
H68 3.6427 1.8744 1.3168
H69 4.6898 0.4870 1.6318
H70 4.3540 0.7359 -0.5650

Cartesian forces (eV/Å) of the 2 atoms listed first:
C -0.9 2.0 -1.4
C -1.8 1.2 -0.2

For the LUMO energy, the calculation gives 0.19 eV. Its net charge is 0. The calculated total energy comes out at -69455.3614 eV. Its orbital gap is 8.67 eV. As for the energy above the lowest of the compared OMol25 structures with the same formula, charge and spin: 97.8 kJ/mol.

Here are the Mulliken charges for atoms 1 to 4, given in e:
1. C -0.108
2. C -0.327
3. O -0.622
4. H -0.185

No. 2
Entry from OMol25: C2H4INS as an isolated structure (ωB97M-V/def2-TZVPD).

Atoms and positions in Å:
C1 0.8648 -0.0489 0.0723
C2 -0.5911 0.5730 0.2992
N1 1.7590 0.0148 1.1191
S1 -0.6293 2.2573 0.9775
I1 2.0943 1.9358 1.5315
H1 0.8385 -1.2039 -0.2792
H2 1.1519 0.3417 -0.8636
H3 -1.0701 0.7177 -0.6201
H4 -0.9756 0.1135 1.1842

Cartesian forces (eV/Å) of the 2 atoms listed first:
C -1.1 -3.2 -1.8
C 2.0 0.9 2.5

For the LUMO energy (spin up / spin down), the calculation gives -1.52 / -1.58 eV. Its net charge is 0. The calculated total energy comes out at -22560.6019 eV. Its orbital gap (spin up / spin down) is 7.08 / 6.64 eV. As for the energy above the lowest of the compared OMol25 structures with the same formula, charge and spin: 357.2 kJ/mol.

Here are the Mulliken charges for atoms 1 to 4, given in e:
1. C -0.495
2. C -0.552
3. N -0.423
4. S -0.248

No. 3
Entry from OMol25: C35H28AsI2N2O4PPd as an isolated structure (ωB97M-V/def2-TZVPD).

Atoms and positions in Å:
Pd1 -0.0893 0.2461 -0.2631
I1 -0.2163 -3.9035 3.0975
C1 -0.1281 -1.8545 3.6310
C2 -0.1767 -1.4709 4.9491
C3 -0.1925 -0.1259 5.2592
I2 -0.4473 0.3926 7.3240
C4 -0.1018 0.8665 4.2797
C5 -0.0879 2.2571 4.5205
C6 0.1036 3.1205 3.4672
C7 0.3290 2.6034 2.1959
N1 0.2758 1.3075 1.9238
C8 0.0098 0.4462 2.9196
C9 -0.1542 -0.9542 2.5406
O1 -0.3415 -1.3293 1.3611
H1 -0.2218 -2.2199 5.7266
H2 -0.2123 2.6357 5.5268
H3 0.1228 4.1905 3.6260
H4 0.5696 3.2613 1.3721
O2 -0.7323 -1.3888 -2.1278
N2 0.4255 -1.8190 -2.2300
O3 0.6937 -2.6500 -3.0948
O4 1.3256 -1.3907 -1.4919
C10 -0.6286 2.1924 -3.3925
C11 -0.0161 3.3527 -4.1677
As1 -0.9153 5.1289 -3.9970
C12 -0.1856 5.9422 -5.6319
C13 0.3475 7.2306 -5.5235
C14 0.9238 7.8717 -6.6006
C15 0.9788 7.2353 -7.8408
C16 0.4610 5.9535 -7.9671
C17 -0.1042 5.3157 -6.8823
C18 -2.7047 4.6097 -4.6091
C19 -3.2449 4.9117 -5.8543
C20 -4.5423 4.5568 -6.1750
C21 -5.3374 3.9006 -5.2462
C22 -4.8279 3.6267 -3.9864
C23 -3.5344 3.9934 -3.6679
P1 -0.1041 2.0233 -1.6130
C24 -0.6944 3.6189 -0.9332
C25 -1.8730 3.4968 -0.1967
C26 -2.4205 4.5793 0.4587
C27 -1.7746 5.8080 0.4146
C28 -0.5942 5.9398 -0.2963
C29 -0.0591 4.8583 -0.9762
C30 1.7035 2.1417 -1.7740
C31 2.3190 1.2139 -2.6215
C32 3.6853 1.0325 -2.6062
C33 4.4772 1.7785 -1.7465
C34 3.8799 2.6798 -0.8816
C35 2.5089 2.8579 -0.8894
H5 -0.3432 1.2377 -3.8458
H6 -1.7214 2.2186 -3.4198
H7 0.0158 3.0960 -5.2329
H8 1.0225 3.4974 -3.8437
H9 0.3021 7.7270 -4.5569
H10 1.3334 8.8687 -6.4891
H11 1.4231 7.7339 -8.6923
H12 0.5002 5.4507 -8.9262
H13 -0.4965 4.3143 -7.0068
H14 -2.6408 5.4336 -6.5864
H15 -4.9365 4.7853 -7.1579
H16 -6.3505 3.6178 -5.5001
H17 -5.4416 3.1215 -3.2518
H18 -3.1508 3.8034 -2.6713
H19 -2.3194 2.5077 -0.1240
H20 -3.3289 4.4614 1.0329
H21 -2.1852 6.6530 0.9497
H22 -0.0786 6.8912 -0.3118
H23 0.8620 4.9764 -1.5340
H24 1.7116 0.6003 -3.2706
H25 4.1379 0.2861 -3.2443
H26 5.5507 1.6388 -1.7359
H27 4.4886 3.2329 -0.1771
H28 2.0594 3.5405 -0.1823

Cartesian forces (eV/Å) of the 2 atoms listed first:
Pd -0.2 1.7 -1.0
I 0.0 0.4 0.2

For the LUMO energy, the calculation gives 3.65 eV. Its net charge is -2. The calculated total energy comes out at -137725.3403 eV. Its orbital gap is 3.37 eV. As for the energy above the lowest of the compared OMol25 structures with the same formula, charge and spin: 232.9 kJ/mol.

Here are the Mulliken charges for atoms 1 to 4, given in e:
1. Pd -0.786
2. I -0.029
3. C -0.869
4. C -0.315

No. 4
Entry from OMol25: C39H47Cl9N6O4V2 as an isolated structure (ωB97M-V/def2-TZVPD).

Atoms and positions in Å:
O1 -1.5257 1.3126 2.0199
V1 -0.7667 2.3716 1.0015
O2 -0.1889 1.0552 -2.6163
V2 1.2330 1.4679 -1.9976
C1 -0.5528 5.6022 -1.6707
C2 0.5881 4.6458 -1.3240
C3 1.5824 5.3411 -0.4167
O3 0.2347 3.3800 -0.8265
H1 -0.1566 6.3539 -2.3534
H2 -0.8432 6.0531 -0.7218
H3 -1.5120 5.2278 -2.0284
H4 0.9845 4.4625 -2.3227
H5 2.3665 4.6294 -0.1586
H6 1.1834 5.6849 0.5376
H7 2.0053 6.2026 -0.9334
C4 1.7209 -1.3700 0.3446
C5 0.3356 -0.8323 0.0957
C6 -0.5329 -1.5542 1.1229
O4 0.2963 0.5493 0.0953
H8 2.4418 -0.8820 -0.3112
H9 1.8166 -2.4313 0.1157
H10 2.0553 -1.2959 1.3794
H11 -0.0428 -1.1558 -0.8740
H12 -0.2031 -1.5399 2.1617
H13 -0.7193 -2.5760 0.7923
H14 -1.5654 -1.2259 1.2423
N1 2.2382 -0.4082 -3.0499
C7 3.4872 -0.8910 -2.8196
C8 4.0448 -2.0104 -3.4357
C9 3.2554 -2.6694 -4.3990
C10 1.9969 -2.1771 -4.7032
C11 1.5862 -1.0233 -4.0464
H15 4.0512 -0.4994 -1.9860
H16 5.0234 -2.3654 -3.1483
H17 3.6700 -3.5080 -4.9385
H18 1.3615 -2.5834 -5.4762
H19 0.5964 -0.6334 -4.2322
N2 -2.7793 2.0227 -0.4350
C12 -3.3019 0.9130 -1.1008
C13 -4.6281 0.7589 -1.6225
C14 -5.4724 1.8417 -1.5595
C15 -5.0239 3.0271 -0.9995
C16 -3.6887 3.0310 -0.5013
H20 -2.6587 0.0505 -1.1948
H21 -4.9393 -0.1677 -2.0819
H22 -6.4258 1.8241 -2.0667
H23 -5.7479 3.8111 -0.8336
H24 -3.4540 3.9056 0.0873
N3 3.2161 1.9619 -1.0462
C17 3.3579 1.8735 0.2941
C18 4.5830 2.1475 0.9625
C19 5.6651 2.6805 0.2599
C20 5.5769 2.7617 -1.1039
C21 4.3017 2.4183 -1.7529
H25 2.4303 1.7002 0.8194
H26 4.6119 2.0136 2.0338
H27 6.5508 2.9702 0.8058
H28 6.4085 2.9936 -1.7529
H29 4.2015 2.4509 -2.8278
N4 -1.6612 -1.0417 4.4400
C22 -1.8952 -0.2339 5.4613
C23 -2.5756 -0.6045 6.6615
C24 -2.9062 -1.9223 6.8767
C25 -2.6297 -2.8437 5.8234
C26 -1.9969 -2.3155 4.6477
H30 -1.5383 0.7813 5.3697
H31 -2.7799 0.0708 7.4792
H32 -3.3043 -2.0927 7.8661
H33 -3.0410 -3.8369 5.9269
H34 -2.1156 -2.9220 3.7619
N5 -1.8273 -1.5769 -3.2383
C27 -2.7270 -0.9812 -4.0675
C28 -3.4357 -1.6931 -5.0772
C29 -3.1619 -3.0398 -5.1864
C30 -2.2234 -3.6445 -4.3532
C31 -1.5915 -2.8818 -3.3664
H35 -2.9727 0.0669 -3.9808
H36 -4.1242 -1.2438 -5.7775
H37 -3.5808 -3.6882 -5.9417
H38 -2.0326 -4.6667 -4.6452
H39 -0.9711 -3.2471 -2.5614
N6 0.5946 2.6195 2.7534
C32 1.0261 3.8284 3.1845
C33 1.7959 3.9601 4.3284
C34 2.1177 2.8507 5.0995
C35 1.6692 1.5659 4.6938
C36 0.8911 1.4832 3.4850
H40 0.9399 4.6027 2.4367
H41 2.1126 4.9614 4.5805
H42 2.7013 2.9507 6.0027
H43 1.7925 0.6827 5.3031
H44 0.5018 0.5374 3.1382
C37 -4.6515 -2.8430 0.4864
Cl1 -5.3496 -4.2053 1.3671
Cl2 -5.9578 -1.9459 -0.2370
Cl3 -3.5106 -3.2632 -0.8098
H45 -4.1953 -2.1509 1.1942
C38 2.3816 -5.8444 -2.7686
Cl4 2.6526 -7.3850 -1.8324
Cl5 2.5340 -4.3874 -1.6275
Cl6 0.7901 -5.8525 -3.6068
H46 3.2136 -5.8620 -3.4726
C39 1.3174 -3.9928 3.0725
Cl7 0.4611 -5.5428 3.2284
Cl8 2.9080 -4.3479 2.3788
Cl9 1.3419 -3.1221 4.6201
H47 0.6841 -3.4380 2.3802

Cartesian forces (eV/Å) of the 2 atoms listed first:
O 1.5 3.5 -2.7
V -1.0 -6.0 0.3

The multiplicity is 4. For the LUMO energy (spin up / spin down), the calculation gives -8.55 / -12.04 eV. Its net charge is +3. The calculated total energy comes out at -222384.9088 eV. Its orbital gap (spin up / spin down) is 6.47 / 2.98 eV.

Here are the Mulliken charges for atoms 1 to 4, given in e:
1. O -0.245
2. V 0.415
3. O -0.322
4. V 0.883

No. 5
Entry from OMol25: C51H77AlBr4CaCl2CsF3N2O6S as an isolated structure (ωB97M-V/def2-TZVPD).

Atoms and positions in Å:
C1 -4.8811 8.9848 -1.7152
C2 -3.6392 8.7883 -0.8124
C3 -2.8570 7.5291 -1.2838
C4 -1.5022 7.9127 -1.9299
C5 -0.9664 6.8380 -2.9120
C6 -0.0909 5.8005 -2.1513
C7 -0.7745 4.3999 -2.0406
C8 0.0889 3.2534 -2.6606
C9 1.1307 2.6692 -1.6678
C10 0.9103 1.1849 -1.2834
C11 0.6329 0.2380 -2.4652
C12 0.5995 -1.2372 -1.9411
C13 1.4117 -2.1757 -2.8705
C14 1.0470 -3.6469 -2.5735
C15 1.2049 -3.9909 -1.0709
C16 1.6967 -5.4348 -0.9087
C17 1.4395 -5.8666 0.5580
C18 2.6436 -6.4430 1.3430
C19 2.4765 -7.9570 1.5905
C20 1.1360 -8.1966 2.3203
C21 1.2162 -8.7621 3.7363
C22 2.1893 -9.6505 4.1919
C23 2.1107 -10.1024 5.4837
C24 1.0333 -9.6618 6.3316
C25 0.0719 -8.7861 5.8845
C26 0.2246 -8.3599 4.5670
N1 -1.0771 -8.2938 6.5762
C27 -1.2872 -8.6878 7.9456
C28 -2.4034 -8.1484 8.5689
C29 -2.7598 -8.4740 9.8605
C30 -1.9869 -9.3794 10.5690
C31 -0.8484 -9.9235 10.0072
C32 -0.0196 -10.8863 10.7701
Br1 0.2279 -12.6773 9.9919
C33 0.5340 -10.5966 11.9504
C34 0.4408 -9.2611 12.6686
Br2 1.5990 -11.9077 12.8708
C35 -0.5375 -9.5668 8.6975
S1 0.9298 -10.3386 7.9933
H1 -5.3234 9.9863 -1.6332
H2 -5.6710 8.2523 -1.4982
H3 -4.5644 8.8472 -2.7606
H4 -3.0450 9.7096 -0.8958
H5 -3.9613 8.7260 0.2350
H6 -2.7281 6.8715 -0.4147
H7 -3.4644 7.0366 -2.0524
H8 -1.6530 8.8748 -2.4456
H9 -0.7939 8.1086 -1.1122
H10 -0.3104 7.3609 -3.6153
H11 -1.8458 6.3958 -3.3849
H12 0.8861 5.6370 -2.6252
H13 0.1020 6.1678 -1.1341
H14 -0.9990 4.0999 -1.0083
H15 -1.6991 4.4221 -2.6362
H16 0.6353 3.6907 -3.5094
H17 -0.6201 2.5121 -3.0456
H18 1.0373 3.2406 -0.7298
H19 2.1489 2.8588 -2.0309
H20 1.8481 0.8396 -0.8172
H21 0.1282 1.0851 -0.5188
H22 -0.3756 0.4398 -2.8551
H23 1.3253 0.3694 -3.3080
H24 0.9444 -1.2361 -0.9015
H25 -0.4459 -1.5827 -1.9379
H26 1.1429 -1.8954 -3.8975
H27 2.4773 -2.0190 -2.6562
H28 0.0112 -3.8717 -2.8586
H29 1.7611 -4.2840 -3.1200
H30 0.1720 -3.9481 -0.5886
H31 1.9148 -3.3344 -0.5515
H32 2.7554 -5.5712 -1.1666
H33 1.0874 -6.0455 -1.5903
H34 1.0797 -4.9878 1.1144
H35 0.5883 -6.5628 0.5338
H36 2.6832 -5.9761 2.3408
H37 3.5607 -6.2370 0.7806
H38 2.3816 -8.4171 0.5941
H39 3.3493 -8.4278 2.0513
H40 0.6648 -7.2038 2.4541
H41 0.4410 -8.7870 1.7086
H42 2.9643 -9.9843 3.5104
H43 2.8649 -10.8185 5.8075
H44 -0.5226 -7.6501 4.1343
H45 -1.8893 -8.6283 6.0633
H46 -3.0236 -7.4455 8.0111
H47 -3.6681 -8.0208 10.2484
H48 -2.3117 -9.6341 11.5754
H49 0.5970 -9.4611 13.7369
H50 1.2665 -8.5931 12.3859
H51 -0.5292 -8.7725 12.5903
Al1 -1.9020 -6.7917 3.4111
C36 2.7432 -2.8532 4.6158
C37 1.3601 -3.2890 4.1537
O1 0.4134 -2.2415 4.0489
C38 0.4148 -1.4135 2.8778
O2 0.3958 -2.0977 1.7724
C39 1.5584 -0.3357 2.8800
F1 1.7558 0.1360 4.1207
F2 1.2047 0.7099 2.1251
F3 2.7358 -0.7780 2.4281
H52 2.6747 -2.0962 5.3964
H53 3.2983 -3.7125 5.0004
H54 3.3274 -2.4413 3.7974
H55 0.9525 -3.9527 4.9240
H56 1.4129 -3.8845 3.2351
H57 -0.4806 -0.7833 3.0786
Cl1 -1.6390 -4.7462 -0.2400
C40 2.8411 8.2215 -8.6260
C41 1.5818 8.5804 -8.1653
C42 1.3689 8.7831 -6.8114
C43 2.4295 8.6278 -5.9282
C44 3.6874 8.2634 -6.3773
C45 3.8907 8.0592 -7.7326
N2 2.2213 8.8670 -4.4938
O3 1.1012 9.1737 -4.1309
O4 3.1781 8.7543 -3.7576
H58 3.0056 8.0693 -9.6851
H59 0.7650 8.7056 -8.8636
H60 0.3843 9.0626 -6.4626
H61 4.5093 8.1394 -5.6866
H62 4.8705 7.7773 -8.0936
Br3 -1.6368 2.2007 -6.0971
C46 -0.1155 2.3228 -7.3096
C47 1.1018 2.8897 -6.6271
Br4 0.9816 4.8227 -6.4140
H63 -0.4354 2.9126 -8.1626
H64 0.0675 1.2985 -7.6282
H65 1.9861 2.7309 -7.2410
H66 1.2698 2.4718 -5.6381
C48 -5.7129 7.0547 -5.2176
C49 -4.3976 6.1930 -5.4114
C50 -4.7771 4.6781 -5.5166
O5 -3.6658 6.3546 -4.3839
H67 -6.2605 6.7837 -4.3171
H68 -5.4908 8.1216 -5.1634
H69 -6.4080 6.9205 -6.0538
H70 -3.9825 6.4768 -6.4412
H71 -5.2932 4.3235 -4.6267
H72 -3.8942 4.0613 -5.6662
H73 -5.4472 4.4803 -6.3741
Cs1 2.7293 -8.2573 8.6650
C51 0.7148 12.8527 -4.5861
O6 0.7307 12.0081 -5.7338
H74 -0.0434 13.6174 -4.7363
H75 0.4690 12.2725 -3.6931
H76 1.6873 13.3331 -4.4550
H77 1.4041 11.3394 -5.5852
Cl2 -0.5872 -14.1799 8.0695
Ca1 -5.7940 6.0801 -7.2321

Cartesian forces (eV/Å) of the 2 atoms listed first:
C 0.1 0.2 0.0
C -0.6 0.1 -0.4

For the LUMO energy, the calculation gives -8.54 eV. Its net charge is +2. The calculated total energy comes out at -419156.2185 eV. Its orbital gap is 1.08 eV.

Here are the Mulliken charges for atoms 1 to 4, given in e:
1. C -0.945
2. C -0.668
3. C 0.028
4. C -0.946

| no. | largest force on an atom (Eh/bohr) |
| --- | --- |
| 1 | 0.2195 |
| 2 | 0.0736 |
| 3 | 0.0385 |
| 4 | 0.1175 |
| 5 | 0.1226 |